No. 1
Computed, not measured: C42H40GeN2NiO2 as an isolated structure in a non-equilibrium geometry, with wB97M-V/def2-TZVPD.

Geometry (Å):
Ni 1.41 0.27 -0.27
C 3.93 0.51 0.79
N 2.83 1.48 0.59
C 2.54 2.21 1.80
C 3.21 2.42 -0.42
C 3.16 1.78 -1.84
C 3.77 2.30 -3.03
C 3.37 1.90 -4.28
C 2.38 0.94 -4.37
C 1.81 0.36 -3.20
C 2.14 0.82 -1.89
H 4.64 1.04 1.39
H 4.31 0.16 -0.15
H 3.66 -0.38 1.42
H 3.35 2.90 2.08
H 2.24 1.55 2.58
H 1.67 2.85 1.66
H 4.15 2.96 -0.26
H 2.52 3.27 -0.41
H 4.48 3.10 -2.91
H 3.73 2.40 -5.19
H 1.88 0.74 -5.32
H 1.03 -0.38 -3.28
C 0.84 -1.44 -0.55
Ge -0.88 -1.86 -1.09
C -1.21 -1.72 0.81
C 0.30 -1.26 0.83
C 0.84 -1.87 2.07
C -0.26 -2.81 3.85
C -1.71 -2.95 4.04
C -2.29 -2.48 2.67
C -1.11 -3.72 -1.84
C -2.21 -4.19 -2.58
C -2.29 -5.37 -3.27
C -1.12 -6.14 -3.24
C 0.04 -5.64 -2.67
C 0.04 -4.46 -1.99
C -2.05 -0.78 -2.38
C -1.84 -1.04 -3.75
C -2.37 -0.13 -4.64
C -3.05 1.05 -4.21
C -3.28 1.21 -2.87
C -2.76 0.32 -1.95
H 0.42 -0.15 0.91
H 1.92 -1.99 2.00
H 0.54 -3.25 4.48
H -2.14 -2.31 4.83
H -3.32 -2.75 2.60
H -3.03 -3.48 -2.62
H -3.25 -5.72 -3.74
H -1.06 -7.06 -3.86
H 0.91 -6.17 -2.77
H 0.99 -4.11 -1.61
H -1.26 -1.94 -4.06
H -2.29 -0.22 -5.73
H -3.43 1.75 -4.95
H -3.88 1.99 -2.48
H -2.80 0.65 -0.93
C -0.20 1.14 5.48
O 0.27 1.04 4.18
C -0.35 0.04 3.39
C 0.43 -1.24 3.45
C 0.06 -3.17 2.37
C -1.33 -3.03 1.64
C -2.07 -1.03 1.89
C -1.47 0.16 2.68
N -2.09 1.41 2.41
C -1.43 2.64 2.60
C -1.12 3.55 1.55
C -0.64 4.88 1.83
C -0.14 5.71 0.81
C -0.05 5.19 -0.48
C -0.35 3.90 -0.82
C -0.90 2.98 0.18
O -1.03 1.75 -0.07
H 0.48 1.78 6.07
H -0.21 0.13 5.99
H -1.29 1.46 5.41
H 1.30 -0.95 4.03
H 0.46 -4.18 2.13
H -1.57 -3.94 1.10
H -2.98 -0.62 1.42
H -2.51 1.36 1.50
H -1.16 2.84 3.65
H -0.53 5.12 2.85
H 0.11 6.74 1.01
H 0.27 5.82 -1.32
H -0.12 3.41 -1.71

The calculation puts the LUMO energy (alpha / beta) at 0.166 / 0.148 hartree. Its spin multiplicity is 3. As for the total charge: -2. Its relative energy (zero: lowest compared OMol25 entry of this formula, charge and spin) is 7.460 eV. The expectation value of S² is 2.0395. Its HOMO energy (alpha / beta) is 0.1 / 0.1 eV. The calculation puts the total energy at -5469.23700 hartree.

No. 2
Computed, not measured: C42H40N6OSSn as an isolated structure in a non-equilibrium geometry, with wB97M-V/def2-TZVPD.

Geometry (Å):
Sn 0.17 0.71 -0.52
C 4.88 -2.71 -2.31
C 3.53 -3.38 -2.29
C 3.35 -4.66 -2.81
C 2.10 -5.27 -2.81
C 1.00 -4.62 -2.27
C 1.16 -3.35 -1.74
C 2.41 -2.75 -1.76
N 2.54 -1.41 -1.22
C 2.38 -0.29 -1.96
N 2.08 -0.44 -3.26
C 0.88 0.19 -3.70
C -0.06 0.72 -2.81
C -1.27 1.25 -3.20
C -1.56 1.26 -4.57
C -0.64 0.75 -5.47
C 0.58 0.22 -5.06
C 1.56 -0.35 -6.05
N 2.36 0.88 -1.37
C 2.89 2.08 -1.96
C 3.85 2.00 -2.96
C 4.43 3.15 -3.48
C 4.05 4.39 -2.99
C 3.10 4.47 -1.99
C 2.50 3.32 -1.47
C 1.46 3.46 -0.41
H 5.59 -3.31 -2.87
H 5.27 -2.59 -1.30
H 4.84 -1.72 -2.76
H 4.20 -5.18 -3.23
H 1.99 -6.27 -3.22
H 0.03 -5.10 -2.27
H 0.31 -2.82 -1.32
H 3.07 -1.30 -0.37
H 2.26 -1.35 -3.67
H -1.98 1.67 -2.50
H -2.49 1.68 -4.92
H -0.87 0.77 -6.52
H 1.25 -0.13 -7.07
H 1.65 -1.43 -5.96
H 2.56 0.08 -5.90
H 4.17 1.04 -3.34
H 5.18 3.07 -4.25
H 4.50 5.30 -3.38
H 2.80 5.43 -1.60
H 1.44 4.46 0.02
H 1.63 2.77 0.43
H 0.45 3.30 -0.81
N -4.35 -1.31 8.73
C -4.16 -0.98 7.64
C -3.89 -0.60 6.28
C -4.26 0.61 5.85
C -4.07 1.08 4.43
C -1.73 -0.12 4.07
C -2.38 -1.43 4.46
C -3.24 -1.64 5.45
C -1.09 -0.18 2.70
C -2.02 -0.07 1.52
C -3.45 -0.67 1.59
C -3.60 -1.19 0.17
C -2.48 -1.02 -0.51
N -1.46 -0.43 0.27
C 0.25 -0.13 2.58
C 1.25 -0.21 3.63
C 2.47 -0.02 3.07
C 2.24 0.18 1.67
N 0.96 0.09 1.37
H -4.73 1.29 6.55
H -4.45 2.10 4.38
H -1.96 -2.31 3.98
H -3.49 -2.66 5.71
H -3.43 -1.52 2.27
H -4.50 -1.67 -0.19
H -2.28 -1.31 -1.53
H 1.06 -0.42 4.67
H 3.43 -0.03 3.56
H 2.97 0.43 0.92
O -0.86 2.25 0.78
S -2.22 1.84 1.39
C -4.65 0.21 2.00
C -4.96 0.23 3.49
C -2.54 1.21 4.19
C -2.10 2.25 3.15
H -4.56 1.22 1.60
H -5.52 -0.21 1.50
H -5.00 -0.80 3.85
H -5.97 0.63 3.61
H -0.91 -0.02 4.78
H -2.19 1.67 5.12
H -1.04 2.49 3.27
H -2.66 3.18 3.26

The calculation puts the LUMO energy at -0.260 hartree. Its spin multiplicity is 1. As for the total charge: +2. Its relative energy (zero: lowest compared OMol25 entry of this formula, charge and spin) is 0.783 eV. Its HOMO energy is -13.2 eV. The calculation puts the total energy at -2640.12107 hartree.